No. 1
53
Properties=species:S:1:pos:R:3:nbo_charge:R:1 method="wB97M-V/def2-TZVPD" charge=+1 spin_multiplicity=1 homo_energy_ev=-10.6914 lumo_ha=-0.082
C -2.4039 1.1489 3.0703 -0.4104
N -1.6410 0.6395 1.9593 -0.5490
C -2.1441 0.1202 0.8936 0.6893
O -3.3695 -0.2822 0.8540 -0.7566
C -1.2705 0.0558 -0.3999 -0.1108
C -1.2710 1.2147 -1.4057 -0.3988
C -2.6759 1.7978 -1.8556 -0.3969
C -3.5054 0.7577 -2.6441 -0.2165
N -4.3093 -0.0708 -1.7243 -0.5860
C -5.0551 -1.1382 -1.8722 0.6562
N -5.4721 -1.6336 -0.7516 -0.7617
N -5.3282 -1.7375 -2.9475 -0.7487
N 0.1377 -0.1702 -0.0918 -0.6298
C 1.0805 -0.8179 -0.6746 0.6682
O 0.6760 -1.3304 -1.7139 -0.6573
C 2.6134 -0.8658 -0.2152 -0.1161
C 3.2932 0.5633 -0.5328 -0.4207
C 4.7864 0.5196 -0.7012 -0.5426
S 5.6846 -0.1831 0.6509 0.1635
C 7.3672 0.4952 0.3059 -0.7323
N 2.7715 -1.2163 1.2108 -0.6074
C 2.2089 -0.6956 2.3046 0.7030
C 2.6461 -1.2888 3.6471 -0.7088
O 1.4472 0.2306 2.4387 -0.6812
H -2.0992 0.6922 4.0234 0.2187
H -3.4341 0.9802 2.8708 0.2327
H -2.3294 2.1454 3.1186 0.2054
H -0.6205 0.9124 1.9085 0.4252
H -1.8351 -0.8001 -0.8845 0.2384
H -0.7891 2.0006 -0.8424 0.2088
H -0.6394 0.9115 -2.2550 0.2457
H -3.2533 2.0464 -0.9989 0.2132
H -2.5812 2.4605 -2.6587 0.2346
H -2.9225 0.1934 -3.3072 0.2039
H -4.2147 1.3046 -3.2227 0.1993
H -4.1253 0.0725 -0.7412 0.4394
H -6.1363 -2.4204 -0.7910 0.4072
H -5.2339 -1.1584 0.1123 0.4487
H -5.8130 -2.6107 -2.8455 0.4158
H -5.0938 -1.3520 -3.8733 0.4349
H 0.4558 0.2803 0.8145 0.4044
H 3.1564 -1.6576 -0.9014 0.2655
H 3.2779 1.1451 0.4863 0.2160
H 2.8274 1.2310 -1.2299 0.2373
H 4.9767 0.0097 -1.6877 0.2093
H 5.2100 1.4966 -0.6729 0.2285
H 8.1175 -0.2395 0.1339 0.2323
H 7.3725 1.1682 -0.5578 0.2248
H 7.6331 1.2448 1.0021 0.2276
H 3.3552 -1.9427 1.4400 0.4107
H 3.7543 -1.0804 3.6408 0.2376
H 2.5699 -2.4325 3.6649 0.2318
H 2.1474 -0.7136 4.4492 0.2536

No. 2
53
Properties=species:S:1:pos:R:3:nbo_charge:R:1 method="wB97M-V/def2-TZVPD" spin_multiplicity=2 homo_energy_ev="-7.2578 / -7.2782" lumo_ha="0.002 / 0.017"
V -0.0493 0.0816 0.1746 0.8595
Si 2.2636 0.3126 -0.6132 0.5269
P -0.7460 0.6265 -2.1392 1.0429
N -0.3055 -1.6362 -0.0431 -0.5955
H -0.4522 3.0636 2.1936 0.1214
C -2.4946 0.9195 -2.5779 -0.9444
H -2.6191 1.0619 -3.6617 0.2264
H -2.8573 1.8095 -2.0497 0.2482
H -3.1011 0.0619 -2.2614 0.2426
C 0.0707 2.0752 -2.8999 -0.9451
H -0.2991 2.2005 -3.9284 0.2266
H 1.1585 1.9243 -2.9118 0.2424
H -0.1594 2.9686 -2.3018 0.2522
C -0.3155 -0.7542 -3.2763 -0.9416
H -0.4838 -0.4549 -4.3233 0.2199
H -0.9470 -1.6222 -3.0318 0.2477
H 0.7366 -1.0351 -3.1260 0.2511
C 2.8626 2.0784 -0.2121 -1.0746
H 2.6070 2.4320 0.8021 0.2161
H 2.4278 2.7655 -0.9520 0.2232
H 3.9604 2.0539 -0.3034 0.2290
H 3.0783 -0.4325 0.3856 -0.1833
H 2.6773 -0.1006 -1.9838 -0.1723
C -0.2437 -2.9401 -0.2360 0.1144
C -1.3477 -5.1356 -0.1908 -0.2145
C -1.3959 -3.7616 0.0237 -0.2271
C 0.9543 -3.5708 -0.7303 -0.2311
C 0.9817 -4.9453 -0.9385 -0.2018
C -0.1580 -5.7255 -0.6676 -0.2406
H -2.2414 -5.7382 0.0172 0.2126
H -2.2838 -3.2351 0.3714 0.2150
H 1.8145 -2.9230 -0.9401 0.2202
H 1.8997 -5.4242 -1.3145 0.2129
H -0.1229 -6.8026 -0.8281 0.2092
C -1.0169 3.0938 1.2351 0.1211
O -0.8854 1.8863 0.5230 -0.8617
C -2.4992 3.2881 1.6042 -0.6262
H -2.8356 4.3253 1.4827 0.1996
H -2.6497 3.0100 2.6519 0.2037
H -3.1442 2.6506 0.9900 0.2184
C -0.4406 4.2787 0.4436 -0.6236
H -1.2021 4.6493 -0.2565 0.1957
H 0.4629 4.0175 -0.1243 0.2112
H -0.1786 5.1072 1.1176 0.2047
N 0.8794 -1.9918 5.0491 -0.6342
N 0.9580 -1.0834 4.0263 0.1935
N 1.6890 0.0483 4.1922 -0.2838
C 1.5127 0.6197 2.9890 0.1696
N 0.7122 -0.1057 2.1880 -0.3338
N 0.3317 -1.2152 2.8879 -0.0200
H 0.1423 -2.6698 4.8934 0.4180
H 1.2754 -1.6524 5.9089 0.4204
H 2.0190 1.5453 2.6723 0.2390

No. 3
39
Properties=species:S:1:pos:R:3:nbo_charge:R:1 method="wB97M-V/def2-TZVPD" spin_multiplicity=1 homo_energy_ev=-10.0528 lumo_ha=-0.117
W 0.0938 -0.0666 0.0399 1.3348
S 0.9549 -1.7662 1.4579 0.1165
C 2.0152 -2.3261 0.1930 -0.1794
S 1.9316 -1.1428 -1.0927 0.1300
C 2.7382 -3.4613 0.1917 -0.3204
C 2.7194 -4.3457 1.3171 0.2637
N 2.6956 -5.0393 2.2326 -0.2497
C 3.5427 -3.8065 -0.9418 0.2622
N 4.1737 -4.0674 -1.8656 -0.2468
O -1.6389 3.5003 -1.3592 -0.5261
C -0.9311 2.8184 -0.6784 0.7951
O -1.0797 1.4986 -0.5546 -0.7638
C 0.1532 3.4035 0.1857 -0.2395
C 0.1589 4.7771 0.3837 -0.0941
C 1.1067 5.3434 1.2088 0.0068
C 2.0561 4.5861 1.8701 -0.1322
C 2.0373 3.2248 1.6742 -0.0216
C 1.1220 2.6205 0.8094 0.4063
O 1.2513 1.3034 0.5583 -0.6286
N 2.9861 2.3982 2.4376 0.5333
O 4.0930 2.8525 2.6132 -0.3374
O 2.5713 1.3398 2.8650 -0.3603
N 1.1043 6.8051 1.4117 0.5333
O 0.2675 7.4447 0.8148 -0.3509
O 1.9461 7.2598 2.1557 -0.3586
H -0.5818 5.3872 -0.1139 0.2859
H 2.7848 5.0442 2.5227 0.2866
F -3.8558 -2.2845 -1.4329 -0.2913
C -3.1679 -2.5497 -0.3245 0.9095
F -2.8017 -3.8279 -0.3353 -0.2909
F -3.9375 -2.3223 0.7316 -0.2908
C -1.9142 -1.6580 -0.2853 0.7227
O -0.9877 -1.7979 -1.0908 -0.5716
O -1.8137 -0.7454 0.6008 -0.6511
F -0.5499 0.0218 -2.9903 -0.4668
B 0.2813 0.5191 -2.1116 1.0910
F 1.1294 1.4676 -2.4572 -0.4835
O -1.1833 1.1140 3.4589 -0.4051
C -0.7698 0.7850 2.4730 0.5829